Formula: C26H23AsMoO6
Source: the Open Molecules 2025 dataset
Level of theory: ωB97M-V/def2-TZVPD

The geometry in ORCA input format:
```
! RIJCOSX wB97M-V def2-TZVPD def2/J DEFGRID3
* xyz 2 1
Mo -0.07 -0.09 -0.94
As 0.53 0.89 2.11
O -1.67 -2.79 -3.04
O -0.46 0.08 0.89
O 1.65 -0.42 -4.31
O 0.77 -0.88 -2.30
O -1.98 -0.51 -1.41
O -0.89 1.08 -2.39
C 2.93 2.23 -1.64
C -0.63 -1.20 -4.38
C 2.47 -1.14 5.11
C 2.29 0.60 0.01
C 1.68 1.63 0.76
C -3.11 -2.60 -4.88
C -0.65 3.37 3.08
C -0.85 -2.74 -4.19
C 1.73 2.94 0.33
C 1.31 -0.49 3.12
C 2.55 -2.44 4.62
C -1.53 4.05 3.91
C 1.38 -1.79 2.63
C -2.35 3.35 4.79
C 2.91 0.91 -1.20
C -1.99 -0.65 -3.79
C -2.29 1.97 4.87
C 0.68 -0.79 -3.77
C 2.00 -2.77 3.39
C 1.85 -0.16 4.37
C 2.37 3.24 -0.87
C -2.73 -1.97 -3.53
C -1.77 -3.24 -5.31
C -0.60 1.98 3.17
C -1.40 1.27 4.06
C -1.69 0.08 -2.52
H 2.42 4.26 -1.21
H 1.27 3.74 0.89
H -3.48 -1.86 -5.58
H 3.41 2.47 -2.58
H 2.42 -0.39 0.44
H -1.35 0.19 4.13
H -0.02 3.92 2.41
H 3.03 -3.21 5.21
H 2.05 -3.79 3.03
H -1.58 5.13 3.86
H -1.82 -4.32 -5.27
H -3.03 3.89 5.43
H -2.49 0.01 -4.50
H 1.78 0.85 4.75
H -2.92 1.43 5.56
H -1.44 -2.95 -6.30
H -0.53 -0.95 -5.43
H -3.89 -3.35 -4.74
H 0.92 -2.06 1.69
H 0.06 -3.31 -4.04
H -3.53 -1.91 -2.79
H 3.39 0.13 -1.77
H 2.90 -0.90 6.08
*
```

Relative energy (zero: lowest compared OMol25 entry of this formula, charge and spin) in kJ/mol: 6.1
HOMO-LUMO gap (spin up / spin down) in eV: 7.81 / 7.81
Energy in eV: -102298.4255
E_LUMO (spin up / spin down) in eV: -7.5 / -7.5

Mulliken population analysis, charges in e, atoms 1 to 8: number 1, Mo, carries 1.44; number 2, As, carries 1.85; number 3, O, carries -0.53; number 4, O, carries -0.81; number 5, O, carries -0.43; number 6, O, carries -0.55; number 7, O, carries -0.55; number 8, O, carries -0.60